The following is a DFT calculation (ωB97M-V/def2-TZVPD) of C56H42CaF3O2P3Si as an isolated structure at a distorted geometry.

Last column: Mulliken charge in e.
Atoms and positions in Å:
Ca  1.4339  -0.4705  -0.3992  1.491
C  0.8537  -4.5291  5.0590  -0.667
C  0.9611  -3.1793  4.7691  -0.350
C  0.8088  -2.6877  3.4795  -1.336
C  0.3728  -3.5639  2.4547  0.284
C  0.3415  -4.9454  2.7256  -0.411
C  0.5266  -5.3836  4.0364  -0.456
P  -0.2205  -2.7517  0.9716  1.144
C  0.0518  -3.9242  -0.3706  0.822
C  -0.9035  -4.1610  -1.3564  -0.969
C  -0.5756  -5.1064  -2.3509  -0.536
C  0.7143  -5.6709  -2.4201  -0.510
C  1.6582  -5.3574  -1.4827  -0.698
C  1.3283  -4.4770  -0.4267  -0.421
C  -2.0252  -2.8128  1.0378  -0.776
C  -2.6750  -3.8848  1.6282  -0.125
C  -4.0819  -3.8731  1.5971  -0.922
C  -4.7223  -2.9255  0.8410  -0.747
C  -4.0562  -1.7575  0.4094  -0.087
C  -2.6838  -1.6428  0.6235  0.500
Si  -1.5210  -0.1153  0.5010  0.802
C  -1.7802  0.7537  2.2150  0.270
C  -2.9451  0.6438  2.9833  -0.601
C  -3.2710  1.6436  3.8937  -0.826
C  -2.4136  2.7154  4.0981  -0.938
C  -1.1702  2.7135  3.4854  0.608
C  -0.8207  1.7266  2.5521  -1.066
P  0.8032  1.6028  1.8324  1.378
C  1.0837  3.3632  1.4388  0.550
C  2.3155  4.0173  1.5777  -0.834
C  2.3593  5.4285  1.5971  -0.630
C  1.2397  6.1853  1.3137  -0.629
C  0.0275  5.5157  1.0748  -0.808
C  -0.0543  4.1421  1.0793  -0.081
C  1.8275  1.3181  3.2634  1.129
C  1.3559  1.1949  4.5832  -0.451
C  2.2507  1.0487  5.6217  -0.624
C  3.6206  0.9209  5.3897  -0.586
C  4.1127  0.9296  4.0997  -0.785
C  3.2223  1.1283  3.0343  -1.112
C  -2.3321  0.9938  -0.8434  -0.167
C  -3.5876  1.4675  -0.4964  -0.574
C  -4.3935  2.0471  -1.4771  -0.865
C  -3.8393  2.3866  -2.7032  -1.030
C  -2.5196  2.1187  -2.9707  -0.113
C  -1.7465  1.3723  -2.0889  0.054
P  -0.1028  0.8096  -2.6147  0.647
C  0.8856  2.3133  -2.7979  1.637
C  0.3307  3.5785  -2.8744  -0.521
C  1.1695  4.6077  -3.3227  -0.869
C  2.5340  4.4428  -3.5287  -0.813
C  3.0691  3.1405  -3.3867  -0.849
C  2.2862  2.1093  -2.9666  -0.454
C  -0.3477  0.3080  -4.3240  0.654
C  0.7780  0.3421  -5.1964  -0.509
C  0.5787  0.3252  -6.5788  -0.728
C  -0.7079  0.1950  -7.0715  -0.685
C  -1.7486  -0.1008  -6.2231  -0.562
C  -1.6189  0.0377  -4.8401  -0.581
H  0.9893  -4.8393  6.1077  0.356
H  1.1966  -2.4970  5.5964  0.409
H  0.8925  -1.6426  3.2992  0.397
H  0.0860  -5.6409  1.9208  0.449
H  0.4081  -6.4570  4.2617  0.351
H  -1.9144  -3.7932  -1.2837  0.383
H  -1.3641  -5.3665  -3.1043  0.324
H  0.9647  -6.3766  -3.2523  0.318
H  2.6725  -5.7956  -1.5305  0.366
H  2.0474  -4.1673  0.3671  0.387
H  -2.1227  -4.6234  2.1676  0.514
H  -4.6471  -4.6543  2.0888  0.403
H  -5.7960  -2.8348  0.7153  0.358
H  -4.6427  -1.0504  -0.1247  0.471
H  -3.5912  -0.1969  2.8223  0.593
H  -4.2094  1.5390  4.4610  0.376
H  -2.5605  3.4997  4.8426  0.378
H  -0.4303  3.5112  3.7391  0.525
H  3.2140  3.4406  1.8102  0.349
H  3.2659  5.9605  1.8643  0.397
H  1.2590  7.2641  1.3460  0.409
H  -0.8294  6.1429  0.8839  0.488
H  -0.9930  3.6206  0.7909  0.368
H  0.3293  1.3893  4.8661  0.265
H  1.9352  1.0872  6.6748  0.393
H  4.2902  0.8273  6.2209  0.421
H  5.2036  0.8297  3.9399  0.378
H  3.6252  1.1560  2.0266  0.391
H  -4.0186  1.3560  0.4747  0.665
H  -5.4282  2.3476  -1.2432  0.387
H  -4.4819  2.9270  -3.4213  0.364
H  -2.0907  2.3854  -3.9208  0.695
H  -0.6640  3.7994  -2.5943  0.618
H  0.7191  5.5675  -3.4503  0.447
H  3.1835  5.2610  -3.7070  0.454
H  4.1215  2.9831  -3.5929  0.477
H  2.7605  1.1445  -2.7780  0.298
H  1.8175  0.4236  -4.8188  0.276
H  1.4357  0.5014  -7.2372  0.400
H  -0.9059  0.2604  -8.1258  0.380
H  -2.7625  -0.3244  -6.5964  0.375
H  -2.4612  -0.1183  -4.1817  0.519
F  3.6316  -1.2232  -3.9414  -0.258
C  3.1328  -2.2391  -3.1644  1.059
F  1.7616  -1.9811  -3.0733  -0.223
F  3.2475  -3.3610  -3.8556  -0.250
C  3.7556  -2.1460  -1.8096  -0.091
O  4.7226  -2.8739  -1.6545  -0.621
O  3.2080  -1.2890  -0.9815  -0.852

The gap between HOMO and LUMO comes out at 6.126 eV. Its total charge is 0.